98
Properties=species:S:1:pos:R:3:forces:R:3 method="wB97M-V/def2-TZVPD" e_lumo_ha=-0.0114 relative_energy_kcal_mol=0.00 homo_lumo_gap_ev=9.06
C 2.8133 0.0335 -4.4099 0.50 -0.78 -0.16
Br 3.2728 -1.7489 -3.6825 -0.14 0.72 -0.31
Br 0.9233 0.1917 -4.6957 0.26 0.07 0.06
Br 3.8630 0.3706 -6.0178 -0.39 -0.03 0.44
H 3.1474 0.7287 -3.6530 -0.18 0.13 -0.03
C 0.2859 3.2659 5.6207 0.36 0.18 0.68
Br 1.1883 2.3026 7.0642 -0.29 0.14 -0.33
Br 0.9561 5.0890 5.5524 -0.09 -0.37 -0.18
Br -1.6205 3.2626 5.8396 0.17 -0.15 -0.02
H 0.5543 2.7377 4.7172 -0.12 0.16 -0.13
C 2.2983 1.8463 -1.1187 -0.48 -0.17 -0.21
C 2.4313 0.4276 -0.5545 0.89 0.94 0.29
C 1.1354 -0.3147 -0.2854 0.91 -0.85 -0.05
C 0.2170 0.3040 0.7713 -0.74 0.06 -1.91
C 0.5769 0.0831 2.2087 0.40 0.06 0.21
C -0.5130 0.5151 3.1934 1.08 -0.37 0.34
H 3.2678 2.2987 -1.3302 0.04 0.01 0.18
H 1.7424 2.4880 -0.4356 0.12 0.15 0.03
H 1.7373 1.8515 -2.0607 -0.04 -0.08 0.02
H 3.1368 -0.1082 -1.1950 -0.40 -0.35 -0.14
H 2.9982 0.5122 0.3829 -0.14 -0.01 0.08
H 1.4542 -1.3118 0.0510 -0.19 0.01 0.15
H 0.6297 -0.5411 -1.2301 -0.26 0.41 0.05
H 0.0904 1.3597 0.4982 0.13 0.12 0.46
H -0.7700 -0.1006 0.5086 -0.08 -0.15 0.60
H 0.8396 -0.9700 2.3628 -0.31 -0.09 -0.02
H 1.5232 0.5852 2.4474 -0.13 0.25 -0.07
H -1.3507 -0.1791 3.1690 -0.22 0.24 -0.06
H -0.0447 0.4406 4.1809 -0.37 0.01 0.18
H -0.8306 1.5480 3.0589 -0.23 -0.08 -0.21
C -5.4644 0.6346 1.6172 -0.22 -0.21 0.87
C -4.8692 1.7436 0.7720 -1.23 -0.46 -0.96
C -3.4399 2.1078 1.0998 0.39 0.29 -0.33
O -3.2269 2.4736 2.4429 0.51 -0.02 0.37
C -3.8906 3.6564 2.8439 -1.18 -0.73 -0.39
N -4.9669 1.2576 -0.6439 -0.52 0.79 -0.15
H -5.5076 0.8503 2.6889 0.34 0.22 -0.08
H -4.9502 -0.3211 1.5062 0.12 0.08 -0.18
H -6.5149 0.4877 1.3533 0.07 -0.06 -0.27
H -5.5762 2.5786 0.8458 0.44 0.37 0.36
H -3.0458 2.9085 0.4530 -0.39 0.12 -0.10
H -2.8008 1.2573 0.8468 -0.08 -0.16 0.43
H -3.6800 4.5243 2.2128 0.42 0.03 0.08
H -3.7157 3.8327 3.9000 0.44 0.11 -0.11
H -4.9663 3.4685 2.7506 -0.13 0.28 0.10
H -4.9693 2.0722 -1.2625 0.77 -0.15 0.13
H -5.9571 1.0392 -0.7722 0.17 -0.70 0.25
C 0.1203 -6.4778 -3.0022 -1.08 0.69 1.15
C 0.7038 -5.0595 -3.1260 0.01 -1.01 -0.89
C 0.8216 -4.2758 -1.8382 0.53 -0.52 0.26
O -0.4619 -4.1176 -1.2970 -0.32 -0.34 0.00
C -0.5429 -3.8809 0.0881 0.31 1.33 -0.29
N 2.0416 -5.2094 -3.7198 0.03 0.75 -0.16
H -0.5037 -6.6866 -3.8709 0.48 -0.41 -0.24
H -0.6158 -6.4724 -2.1876 0.10 0.03 0.01
H 0.8396 -7.2514 -2.7460 0.22 0.04 -0.38
H 0.0021 -4.5658 -3.8147 0.16 0.49 0.27
H 1.3460 -3.3287 -2.0188 -0.35 0.30 -0.09
H 1.5084 -4.8165 -1.1707 -0.25 -0.21 0.19
H -1.5956 -3.7740 0.3395 -0.04 -0.42 0.06
H -0.1114 -2.8877 0.2868 0.14 -0.13 0.25
H -0.0225 -4.6074 0.7157 -0.10 -0.28 -0.15
H 2.4059 -4.2796 -3.9307 0.01 -0.22 0.00
H 1.9339 -5.6483 -4.6290 0.09 -0.15 0.08
C 2.3569 -3.6627 3.9315 0.21 -0.24 0.82
C 3.0461 -4.2158 2.7085 0.54 -1.51 0.23
C 3.5829 -3.0980 1.8395 -0.61 -0.14 -0.74
O 4.1578 -3.6238 0.6609 0.57 -0.56 0.32
C 4.5463 -2.6452 -0.2736 -0.42 -0.46 -0.30
N 4.1459 -5.1515 3.1261 0.36 0.84 -0.64
H 3.0978 -3.4085 4.6970 0.17 0.56 -0.40
H 1.8177 -4.4342 4.4874 -0.44 -0.02 -0.51
H 1.7200 -2.8129 3.6845 -0.12 -0.04 0.23
H 2.3733 -4.8674 2.1378 -0.33 0.67 -0.24
H 4.3259 -2.4944 2.3781 -0.20 0.13 0.09
H 2.7145 -2.5076 1.5106 0.17 0.42 0.41
H 3.6359 -2.1838 -0.6706 0.20 0.42 0.05
H 5.0215 -3.1694 -1.1033 0.07 -0.02 0.07
H 5.2554 -1.9123 0.1238 -0.17 0.09 0.13
H 3.9671 -6.0858 2.7760 -0.26 -0.01 0.14
H 4.9237 -4.8585 2.5333 0.24 -0.24 0.37
C 0.3999 5.4281 -1.7185 0.13 -0.16 0.41
C -0.5839 4.7651 -2.6691 0.08 0.19 -0.04
C -2.0145 5.1279 -2.2978 0.09 -0.63 0.31
O -2.9156 4.2899 -3.0009 -0.05 -0.18 -0.63
C -4.1613 4.2268 -2.3859 -0.60 1.52 1.62
N -0.2542 5.1160 -4.0555 -0.30 -0.11 0.00
H 0.2941 4.9901 -0.7201 -0.06 0.22 0.05
H 0.2700 6.5103 -1.6676 -0.08 -0.02 -0.02
H 1.4293 5.2362 -2.0214 -0.05 -0.01 -0.18
H -0.5033 3.6828 -2.4992 -0.10 0.01 -0.16
H -2.2929 6.1711 -2.4906 0.29 0.09 0.10
H -2.1025 4.9039 -1.2242 -0.12 0.30 0.01
H -4.4974 5.2009 -1.9750 0.29 0.32 -0.61
H -4.1105 3.7112 -1.4174 0.01 -0.73 -0.43
H -4.9939 3.9441 -3.0238 0.43 -0.66 -0.27
H 0.1748 4.3164 -4.5051 0.03 0.13 -0.12
H -1.1080 5.3111 -4.5667 0.07 -0.11 -0.08


129
Properties=species:S:1:pos:R:3:forces:R:3 method="wB97M-V/def2-TZVPD" e_lumo_ha=-0.0072 homo_lumo_gap_ev=8.40
C 2.3904 3.1067 -3.5458 1.78 0.40 0.78
O 2.1066 1.9437 -3.6735 -1.44 -2.83 -0.77
N 3.6096 3.4604 -3.1928 1.87 0.82 0.65
N 1.5957 4.1283 -3.6911 -2.47 2.37 -0.75
H 3.8356 4.4091 -2.9301 0.03 -0.33 -0.19
H 4.2829 2.7356 -2.9892 0.58 0.27 0.09
H 0.7260 4.0126 -4.1914 0.06 0.26 0.49
H 1.8927 5.0161 -3.3120 -0.43 -0.07 -0.57
C -4.2913 -2.2496 3.7025 0.41 -3.09 1.68
O -3.8894 -3.3954 3.7890 0.67 -1.44 -0.10
N -4.2369 -1.5107 2.6686 1.83 2.23 -5.55
N -4.9610 -1.6934 4.6752 -2.51 2.54 4.77
H -4.1717 -0.5033 2.7020 -0.65 0.15 0.61
H -3.5734 -1.8160 1.9709 -0.21 -0.47 0.01
H -4.9885 -0.6905 4.7921 -0.02 0.06 -0.72
H -5.0510 -2.0843 5.6021 0.36 -0.78 -0.52
C 5.3782 0.7731 -2.5517 -2.10 0.44 0.30
O 5.7350 1.9042 -2.7501 0.40 2.42 -0.73
N 6.1143 -0.0683 -1.9347 4.37 -3.35 2.24
N 4.1623 0.2454 -2.6742 -1.88 0.24 -1.30
H 6.8722 0.3161 -1.3888 0.21 -0.70 -0.40
H 5.8684 -1.0451 -2.0082 0.59 0.15 0.78
H 3.4567 0.8168 -3.1166 -0.67 -0.35 -0.56
H 4.0985 -0.7591 -2.5906 -0.66 0.35 -0.08
C -1.9388 3.9840 -3.3420 -1.03 -0.95 0.63
O -2.0922 5.0740 -2.8928 -0.22 3.60 0.66
N -2.7319 3.3744 -4.1854 -2.03 -0.68 -2.26
N -1.0082 3.1796 -2.8918 3.66 -2.00 2.00
H -2.6023 2.3803 -4.3080 -0.61 0.00 -0.58
H -3.5914 3.8423 -4.4351 0.23 -0.36 -0.06
H -0.3841 3.5593 -2.1944 -0.20 -0.05 -0.15
H -0.8702 2.1993 -3.0917 -0.27 0.31 -0.29
C 0.4467 -3.4968 -3.9872 -2.43 1.51 2.42
O 0.8612 -2.3851 -3.6651 0.19 1.14 -0.76
N 1.1515 -4.5577 -4.0115 2.89 -2.97 -1.29
N -0.8731 -3.8111 -3.9911 -0.87 0.88 -0.46
H 0.6393 -5.4257 -3.9455 1.12 -0.11 -0.12
H 2.1552 -4.4458 -4.0184 -0.26 -0.67 0.23
H -1.4830 -3.0382 -3.7658 -0.56 -0.69 -0.22
H -1.1465 -4.7602 -4.2024 -0.49 0.66 0.02
C -1.7167 -0.1481 -4.6513 0.06 0.45 -3.43
O -2.6165 0.5185 -5.1633 -0.09 0.47 0.55
N -0.5961 -0.4791 -5.2764 1.96 1.09 -3.86
N -1.7136 -0.7727 -3.5379 -1.91 -1.03 4.58
H -0.5316 -0.0958 -6.2087 0.30 -0.07 0.17
H 0.1801 -1.0333 -4.9440 -0.24 0.11 0.38
H -2.5935 -0.7197 -3.0449 0.51 -0.57 0.70
H -0.9033 -1.3582 -3.3941 -0.24 -0.02 1.06
C 0.4280 0.6984 -1.0720 -0.83 -0.69 -0.17
C 1.5108 -0.2369 -0.5016 -1.79 0.08 -0.36
O 1.0187 -0.6150 0.8110 0.61 0.19 0.55
S -0.4371 -0.1409 1.1996 0.44 2.98 -0.22
O -0.3143 0.9131 2.2093 -0.04 -1.38 -2.08
O -1.3241 -1.1988 1.4961 0.07 -0.49 -0.35
O -0.8190 0.4468 -0.3485 1.23 -0.61 1.81
H 0.2586 0.3936 -2.1047 -0.14 0.34 -0.01
H 0.6955 1.7538 -1.0205 -0.02 -0.12 0.19
H 2.4079 0.3753 -0.5944 0.47 -0.70 0.92
H 1.5447 -1.2091 -0.9933 0.41 0.41 -0.49
C 3.3441 7.1519 -0.0313 0.84 0.31 -0.63
C 3.3922 6.5811 1.3536 0.29 1.24 1.73
O 2.6573 5.4090 1.4009 -1.10 -2.61 -1.63
S 1.8985 5.0401 -0.0561 -0.75 0.30 1.67
O 0.4815 5.3441 0.0438 2.54 -0.09 -0.21
O 2.2817 3.7279 -0.4934 -0.05 1.11 0.43
O 2.7667 6.1343 -0.8373 -1.87 -0.57 -0.84
H 4.2641 7.2523 -0.6073 0.44 0.46 0.89
H 2.8778 8.1291 0.0945 -0.76 -0.19 -1.12
H 2.8392 7.1939 2.0655 0.35 0.68 -0.15
H 4.4136 6.5243 1.7301 0.02 -0.77 -0.02
C 4.2961 1.3412 1.7993 0.54 0.61 -2.05
C 3.1895 2.0797 2.5052 -2.15 -1.06 -1.32
O 3.1316 1.5857 3.8072 1.02 -2.49 2.30
S 3.6694 -0.0512 3.8045 0.78 0.40 -0.81
O 2.6393 -0.9368 3.2587 1.63 1.66 1.55
O 4.4768 -0.4032 4.9806 -2.34 1.11 -2.52
O 4.7130 0.2382 2.5547 -0.07 -0.46 2.19
H 5.0787 2.0524 1.5350 0.71 -0.47 0.49
H 3.9939 0.8917 0.8534 -0.42 0.46 -0.16
H 2.2674 1.7376 2.0354 -0.37 0.29 -0.19
H 3.1529 3.1674 2.4441 0.66 -0.13 0.49
C 4.3208 -4.9499 1.0688 1.32 -1.94 -0.28
C 3.0894 -4.2093 1.3941 -0.60 1.12 0.32
O 2.4079 -3.9147 0.1842 1.50 -0.16 -3.28
S 3.5120 -4.0455 -1.1529 0.51 1.65 0.36
O 3.9766 -2.7240 -1.6457 -1.35 -2.92 1.51
O 3.0459 -4.9869 -2.1381 0.22 0.88 1.41
O 4.7054 -4.7233 -0.3094 -0.98 1.00 -0.14
H 4.1344 -6.0212 1.1436 0.20 -0.07 0.01
H 5.1597 -4.6907 1.7148 -0.04 0.08 -0.21
H 3.3557 -3.2692 1.8771 -0.50 0.01 0.29
H 2.4210 -4.8561 1.9624 0.03 0.45 0.30
C -4.2091 -3.7347 -3.3963 -0.36 -0.60 -0.54
C -3.9944 -4.9803 -2.5425 0.36 -0.30 -3.26
O -4.2676 -4.6225 -1.2614 -0.95 0.98 2.96
S -4.4051 -2.9968 -0.9639 1.54 0.89 -0.35
O -3.4014 -2.5626 0.0320 -2.46 -1.49 -3.19
O -5.7710 -2.5309 -0.8596 1.95 -1.21 -0.17
O -3.8559 -2.6614 -2.5567 -0.15 0.56 1.74
H -5.2228 -3.6471 -3.7873 -0.41 0.13 0.63
H -3.6498 -3.8080 -4.3291 0.73 0.55 0.32
H -3.0041 -5.4082 -2.6984 0.56 0.51 0.72
H -4.5896 -5.7600 -3.0178 -0.90 -0.14 0.92
C -1.4329 -1.2215 5.6111 -1.54 2.78 -3.07
C -0.6794 -2.2150 4.7513 -0.86 -2.27 0.78
C -0.9149 -3.3798 5.7992 3.02 1.00 -0.35
O -0.5005 -2.6576 6.9935 -0.69 -1.04 1.68
C -1.1328 -1.3750 7.0242 0.97 -1.12 0.35
H -2.4976 -1.3696 5.4307 -0.02 0.17 -0.20
H -1.1612 -0.1908 5.3835 -0.44 0.20 -0.69
H 0.3579 -1.9780 4.5145 0.16 -0.08 0.70
H -1.1066 -2.5242 3.7974 -0.61 0.60 0.06
H -0.1808 -4.1855 5.7864 0.08 -0.06 -0.34
H -1.8866 -3.8693 5.7346 -0.46 0.71 0.39
H -0.4695 -0.5540 7.2963 0.62 -0.53 0.58
H -1.9937 -1.3102 7.6896 -0.19 -0.34 0.05
C -5.4595 2.2302 1.1324 1.03 0.10 -0.24
C -4.0766 2.9099 1.3163 -0.18 -0.39 0.46
C -3.3420 1.8271 2.1839 0.74 1.36 -0.45
O -4.3162 1.1316 2.8932 -1.56 0.07 0.78
C -5.5796 1.6407 2.5459 -1.35 0.24 -1.13
H -5.3773 1.5211 0.3086 -0.13 -0.51 0.28
H -6.2869 2.8892 0.8691 0.14 0.20 0.25
H -4.2525 3.8218 1.8870 0.21 -0.03 0.37
H -3.5200 3.2543 0.4447 -0.12 -0.52 -0.21
H -2.7055 2.2735 2.9479 0.50 0.07 -0.43
H -2.8132 1.0581 1.6208 0.27 0.50 -0.33
H -5.8746 2.4922 3.1592 0.10 -0.03 0.56
H -6.3530 0.8768 2.6262 0.21 -0.22 0.13